1.
# C3H6NS2

An isolated ion of composition C3H6NS2 and charge +1 at a distorted geometry (the ωB97M-V functional and the def2-TZVPD basis, the Open Molecules 2025 dataset).

## Properties
Total charge: +1
HOMO energy: -13.403 eV
HOMO-LUMO gap: 9.73 eV
Spin multiplicity: 1
SMILES: S[C@H]1[NH2+]C=CS1
Energy above the lowest of the compared OMol25 structures with the same formula, charge and spin: 26.2 kcal/mol

Last column: Löwdin charge in e.
Geometry (Å):
H 1.58952 -0.75883 -1.38745  0.1419
H 1.70762 1.96896 -1.33287  0.1112
H -1.20661 0.34471 1.66628  0.0428
S -0.14339 2.06185 0.32194  0.9274
C 0.93934 1.28966 -0.92498  -0.3057
H -3.39029 0.43988 0.16627  -0.1087
C 0.95469 -0.02177 -0.87336  -0.1359
C -0.88124 0.46107 0.70706  -0.7244
S -2.31095 0.11392 -0.61656  0.7003
H 0.85091 -0.68134 1.07166  0.1731
N 0.18585 -0.62628 0.30294  0.0132
H -0.30969 -1.52006 0.12870  0.1648

***

2.
# CH10NOP2

An isolated ion of composition CH10NOP2 and charge -1 at a distorted geometry (the ωB97M-V functional and the def2-TZVPD basis, the Open Molecules 2025 dataset).

## Properties
Total charge: -1
HOMO energy: -3.385 eV
HOMO-LUMO gap: 7.65 eV
Spin multiplicity: 1

Last column: Löwdin charge in e.
Geometry (Å):
O -2.70189 0.99648 -1.03520  -0.6693
H -0.57618 -0.45877 -1.67174  -0.0714
H -2.94850 -0.18188 1.11569  -0.0504
P -1.94906 0.50148 0.29004  0.4849
H -1.29694 -1.91183 -0.38415  -0.0946
P -0.32191 -0.83003 -0.29313  0.0818
H -0.05516 -1.23919 1.08821  -0.0781
N 2.34656 -0.05045 0.24128  -0.1347
H 0.60149 1.35407 0.62808  0.0309
C 1.01390 0.56239 -0.12911  -0.5253
H 3.15506 0.46795 -0.17831  0.0409
H 2.45761 -0.19435 1.27200  0.0471
H 1.13410 1.07914 -1.17831  0.0830
H 0.67887 -1.77819 -0.76999  -0.0790
H -1.53795 1.68318 1.00464  -0.0659

***

3.
# C13H19Cl27NP2

A 10-piece molecular cluster, C13H19Cl27NP2 overall at a distorted geometry (the ωB97M-V functional and the def2-TZVPD basis, the Open Molecules 2025 dataset).

## Properties
Total charge: +1
HOMO energy: -12.415 eV
HOMO-LUMO gap: 9.16 eV
Spin multiplicity: 1
Energy above the lowest of the compared OMol25 structures with the same formula, charge and spin: 0.0 kcal/mol

Last column: Löwdin charge in e.
Geometry (Å):
P -0.36112 1.71187 -0.76605  0.5152
C 5.16855 5.78098 2.74480  -1.5227
Cl -2.33421 -6.21061 -0.04653  0.4870
Cl 1.66619 -2.43872 -1.67354  0.5335
Cl -5.31736 -2.66655 0.00989  0.5261
C -5.11845 -1.10829 0.78608  -1.5552
C -2.09742 -6.74015 1.62162  -1.5354
Cl 1.18621 -4.40137 -3.75615  0.5482
C 5.47548 -3.99396 -2.96587  -1.4971
Cl 5.17034 -3.39199 -4.59252  0.5407
Cl 7.19530 -3.93808 -2.58660  0.5467
Cl -3.22849 1.77279 -1.70168  0.4753
Cl -5.21832 -1.24486 2.54085  0.5305
Cl 5.42709 0.74559 1.98280  0.5004
P 1.63931 1.85042 0.13924  0.9061
Cl 7.06111 -1.00489 3.61965  0.5590
Cl -5.85649 2.26293 2.56156  0.5106
H -2.34577 -7.79124 1.68069  0.0140
H 3.77220 2.26080 -0.99479  0.1080
H -5.91817 -0.45869 0.45126  0.0054
H 0.21151 -0.30220 -1.37358  -0.0933
H 1.50036 3.21508 2.07123  0.0655
H 2.59577 1.54404 -2.07543  0.1065
Cl 5.45458 1.06115 4.87137  0.5328
C 3.92046 -0.90457 -0.47951  -0.1014
H 4.02223 -1.80731 0.05315  -0.0004
Cl -0.40998 -6.54309 2.09988  0.5244
H -0.51267 2.75404 -1.71104  -0.0096
C -5.28056 2.40869 4.22157  -1.5573
C -3.55705 2.82006 -3.09818  -1.5217
C 3.51566 0.20955 -0.76936  -0.2475
Cl -6.26049 3.55662 5.12625  0.5453
H 1.23724 4.23438 0.65386  0.0564
H -0.21090 -2.64959 -3.07369  0.0165
C -7.24406 -1.59282 -3.50762  -1.5336
Cl -3.49681 1.88566 -4.58781  0.5507
C 6.40748 0.61872 3.45672  -1.5485
Cl -5.11566 3.61682 -2.91677  0.5562
N -0.59722 0.31258 -1.43677  -0.3287
H -2.79035 3.58295 -3.14442  0.0067
H -1.28921 1.89956 0.28469  -0.0191
Cl -6.80683 -2.84129 -4.67167  0.5387
H 7.23317 1.31303 3.37139  0.0128
H 1.68571 0.83237 1.10232  0.0644
Cl -3.58303 -0.37189 0.30626  0.4708
Cl 4.54094 -3.05560 -1.78074  0.5623
Cl 5.05574 6.04988 4.47707  0.5606
H 2.88221 3.64399 1.11418  -0.0137
Cl 3.71559 6.36246 1.92447  0.5375
Cl 5.41379 4.06186 2.39302  0.5018
Cl -0.55984 -4.29477 -1.44010  0.5104
C 1.82235 3.41573 1.05245  -0.2463
C 2.97959 1.51785 -1.05618  -0.3210
Cl -3.16288 -5.85752 2.71334  0.5297
H -5.36807 1.43956 4.69484  0.0063
H -7.67508 -0.76102 -4.04807  0.0135
Cl -3.57642 2.88242 4.24995  0.5015
Cl -5.81102 -1.01347 -2.65103  0.4962
C 0.42700 -3.35458 -2.55565  -1.4917
Cl -8.44772 -2.19360 -2.36645  0.5321
H 5.14927 -5.02471 -2.91629  0.0189
H 6.01923 6.33296 2.36764  0.0190

***

4.
# C23H19Cl2NO2

A 2-piece molecular cluster, C23H19Cl2NO2 overall at a distorted geometry (the ωB97M-V functional and the def2-TZVPD basis, the Open Molecules 2025 dataset).

## Properties
HOMO energy: -8.031 eV
HOMO-LUMO gap: 6.02 eV
Spin multiplicity: 1

Last column: Löwdin charge in e.
Geometry (Å):
C -0.69074 -3.08739 2.25018  -0.0815
H -1.28519 -6.25731 1.18113  0.1002
C -1.24501 3.32141 0.83704  0.0056
C -1.09051 -4.42468 2.29209  -0.0980
H 4.81728 0.92967 0.70374  0.1087
H -1.97341 0.03997 0.22742  0.1130
H 0.58164 -3.42547 -2.11040  0.1103
C -0.04007 -3.34457 -0.06665  -0.2230
H 1.03878 4.08204 -0.02129  0.1151
H -0.76891 -2.45099 3.13290  0.1032
C 1.55658 1.98086 0.35756  -0.1695
C -2.53812 3.83694 0.86079  -0.0832
C -0.13457 -1.44273 -3.32089  -0.1309
H -0.98191 -1.87808 -3.87985  0.1306
H -0.40449 3.96846 1.08041  0.0964
C 0.00698 0.66707 -2.44262  -0.5784
C -0.98373 -5.21312 1.14737  -0.0899
H -0.40813 -5.30369 -0.94311  0.1095
H 0.28797 0.25490 0.37067  0.0677
H 1.52947 -2.26000 -1.14269  0.1316
C -3.63922 2.97055 0.75478  -0.6780
N -0.03593 -0.18611 -1.36218  0.0564
C 0.52318 -2.68557 -1.29950  -0.1193
H 2.51504 0.04327 0.33034  0.1214
Cl 5.71476 3.61152 1.11110  0.7258
H 0.17718 -1.51683 1.01962  0.0915
H -4.29177 0.91103 0.52349  0.1113
H -2.70444 4.90296 1.01966  0.1107
H -1.40524 -1.78160 -1.61230  0.1466
C 2.68992 1.11813 0.42827  0.0129
C -1.01053 1.94889 0.52867  -0.1711
C 4.16737 2.99914 0.76008  -0.6700
O 0.02795 -0.05266 -3.61488  0.0066
O 0.04648 1.89115 -2.50137  0.0466
C 1.81711 3.38882 0.30727  0.0094
C -0.47440 -4.68670 -0.04564  -0.0307
H -1.44213 -4.86349 3.21656  0.0970
H 3.23665 4.94895 0.77368  0.1087
C 3.97477 1.60685 0.61449  -0.0790
H 0.79218 -1.99419 -3.58843  0.1211
Cl -5.21302 3.58759 0.93202  0.7216
C -3.44263 1.59119 0.55439  -0.0767
C -2.15186 1.09609 0.42634  0.0135
C -0.33985 -1.52994 -1.81260  -0.3441
C 3.08045 3.88607 0.61984  -0.0801
C 0.27187 1.35653 0.32187  0.0572
C -0.15784 -2.55491 1.08062  -0.0469

***

5.
# C5H9NO2

One molecule with the formula C5H9NO2 at a distorted geometry (the ωB97M-V functional and the def2-TZVPD basis, the Open Molecules 2025 dataset).

## Properties
HOMO energy: -9.812 eV
HOMO-LUMO gap: 10.51 eV
Spin multiplicity: 1
SMILES: C=C[C@](C)(N)C(=O)O
Energy above the lowest of the compared OMol25 structures with the same formula, charge and spin: 45.4 kcal/mol

Last column: Löwdin charge in e.
Geometry (Å):
H 1.23888 -0.03614 -1.97508  0.1342
H -0.42086 -1.82500 1.27175  0.0618
H -1.63822 -0.16868 -1.06157  0.1488
H 2.33785 0.12235 0.24855  0.1240
H -0.76425 2.39703 0.51544  0.0946
O 1.14724 -1.01240 -1.93380  0.1383
H 1.56745 1.24713 0.89221  0.0756
C -0.94328 0.54784 -0.48802  -0.1613
C -0.28265 -0.77968 1.40521  -0.0119
O -0.13532 -2.48028 -0.86736  0.1339
H -2.20630 2.14277 -0.83314  0.0621
C 0.23834 -0.23859 0.08559  -0.5186
H -1.20644 -0.27074 1.70668  0.0895
N 1.39480 0.58766 0.16168  0.0539
C -1.33919 1.78225 -0.26825  -0.0008
C 0.42372 -1.42862 -0.94183  -0.5237
H 0.58824 -0.58691 2.08193  0.0996

***

6.
# C25H37GeN3O5SeTi

C25H37GeN3O5SeTi as an isolated structure at a distorted geometry (the ωB97M-V functional and the def2-TZVPD basis, the Open Molecules 2025 dataset).

## Properties
Total charge: +1
<S²>: 0.758
HOMO energy (spin up / spin down): -10.195 / -11.453 eV
HOMO-LUMO gap (spin up / spin down): 5.96 / 7.20 eV
Spin multiplicity: 2
Energy above the lowest of the compared OMol25 structures with the same formula, charge and spin: 0.0 kcal/mol

Last column: Löwdin spin population.
Geometry (Å):
H -2.77021 -1.21434 1.58616  0.0002
H -4.36000 0.61614 -0.22422  -0.0001
O 0.22969 1.71416 1.37545  0.0138
H 4.91548 1.18248 1.40861  0.0001
H -4.46195 1.75588 -1.57970  0.0034
N -1.55555 -3.62584 -2.15358  0.0061
H -2.33352 3.19518 3.01427  0.0001
H -1.57957 3.08175 -0.01890  0.0005
C -4.04395 0.80451 -1.24660  0.0110
C 2.33970 -2.76992 -2.64340  0.0023
C -1.00915 -1.78463 2.71086  -0.0002
C -1.83812 1.12510 -2.51401  0.0027
H 1.30589 1.52661 -3.73531  -0.0006
H 3.91410 0.44254 2.65271  0.0000
H 2.82080 0.24767 -1.50218  0.0001
C -1.74502 2.34633 2.66074  0.0007
C 3.23212 0.10238 0.60453  0.0003
H -1.42377 1.77247 3.53494  0.0001
O -0.40813 -0.71564 1.93531  -0.0007
H 0.41407 -1.71658 4.35668  0.0001
H -0.81936 -3.92653 2.84042  0.0000
H -4.44979 0.02321 -1.89449  0.0041
O 0.28345 1.02860 -1.43508  -0.0080
C -2.55536 1.35083 -3.71411  0.0154
H 2.49794 -4.55338 -3.91994  0.0000
H 3.36038 1.91024 1.81249  0.0002
Se -2.08866 -2.32882 -1.12160  0.0073
O 1.82975 -0.14675 0.92130  0.0112
H -0.13562 4.55661 3.12468  -0.0001
H 0.70116 3.08665 3.63426  0.0000
H 1.26460 3.97511 2.20621  0.0001
H 0.63531 -3.09853 2.25550  0.0000
C 1.83241 -3.95536 -3.30984  0.0002
C 3.29970 0.83532 -0.71985  0.0001
C 0.54749 -4.30045 -3.17347  0.0008
C -0.54188 2.84183 1.87285  0.0034
H 3.54509 -1.91306 1.30016  0.0000
H 0.01667 1.86044 -5.82471  0.0012
H -2.46973 1.76286 -5.79398  -0.0006
C -0.42663 1.19801 -2.54326  0.0188
C -0.45481 -3.11103 2.21241  0.0000
C -2.52419 -1.68635 2.53478  0.0002
H 4.34545 1.00470 -0.98426  0.0000
C -0.26599 -3.44740 -2.35427  0.0014
O -1.94449 0.51587 -0.24685  -0.0121
C -0.96276 3.66297 0.66767  0.0004
N -0.45985 -1.57820 -0.96788  0.0091
C -0.50278 1.65853 -4.89512  0.0219
H -1.54226 4.52940 0.99322  0.0000
N 1.67273 -1.97227 -1.88115  0.0008
H -3.63841 1.31540 -3.70294  0.0012
C 0.37858 3.66338 2.76444  -0.0002
H -0.08420 4.01425 0.12486  0.0000
H -2.97428 -1.07877 3.32186  0.0000
C 0.35479 -2.30857 -1.71941  0.0058
C 0.22511 1.46856 -3.74587  -0.0047
H 5.00574 -1.13716 0.67120  0.0000
H -0.75237 -3.32083 1.18235  0.0000
H -1.16138 -2.39249 4.76698  0.0000
C -0.65814 -1.61852 4.18352  0.0002
H 3.76054 -1.72543 -0.44630  0.0000
H -0.98612 -0.64534 4.55605  0.0001
Ge 1.07508 0.39222 2.57239  0.0036
H 0.12077 -5.17318 -3.65256  0.0000
H 3.38463 -2.49707 -2.78419  0.0001
H -2.38557 1.70729 2.04948  0.0002
Ti -0.16090 0.21332 0.11080  0.8016
C 3.92960 -1.25065 0.52254  0.0003
C -2.55415 0.81822 -1.31019  0.0790
H 2.79520 1.80055 -0.65038  0.0000
C 3.88678 0.95827 1.68988  0.0004
H -2.98503 -2.67593 2.56164  0.0000
C -1.90717 1.60320 -4.88464  -0.0028